{
  "formula": "C5H6N2",
  "method": "ωB97M-V/def2-TZVPD",
  "smiles": "C1=N[C@H]1C[C@H]1C=N1",
  "e_lumo_ev": 1.134,
  "elements": ["N", "C", "C", "C", "C", "C", "N", "H", "H", "H", "H", "H", "H"],
  "positions_angstrom": [[-2.2258, -0.6677, 1.0439], [-1.0948, -1.0938, 1.3835], [-1.1552, -0.8001, -0.0290], [-0.5185, 0.4544, -0.5933], [0.9800, 0.2687, -0.7351], [1.9525, 1.1265, -0.0925], [1.7722, 0.0648, 0.5504], [-1.2948, -1.6210, -0.7355], [-0.7317, 1.2899, 0.0845], [-0.9585, 0.7040, -1.5673], [1.2978, -0.3618, -1.5679], [-0.5595, -1.4007, 2.2740], [2.5364, 2.0368, -0.0157]],
  "forces_ev_per_angstrom": [[0.4, -0.2, 0.2], [-0.4, 0.1, 0.0], [0.1, 0.0, -0.3], [0.0, 0.0, 0.0], [-0.2, -0.1, -0.3], [0.0, -0.3, 0.3], [0.2, 0.5, -0.2], [0.0, 0.1, 0.1], [0.0, -0.1, -0.1], [0.1, -0.1, 0.1], [0.0, 0.1, 0.1], [-0.1, 0.0, -0.1], [-0.1, -0.1, 0.0]]
}


{
  "formula": "C5H5NO",
  "method": "ωB97M-V/def2-TZVPD",
  "e_lumo_ev": 1.083,
  "elements": ["O", "C", "C", "C", "C", "C", "N", "H", "H", "H", "H", "H"],
  "positions_angstrom": [[1.2729, 0.1306, 1.0787], [-0.0195, 0.7199, 0.9372], [-0.2559, 1.0212, -0.5498], [0.2767, -0.2135, -1.1571], [0.7396, -0.9097, 0.1345], [-0.6948, -0.6154, 0.5933], [-1.1603, -0.1341, -0.7709], [-0.3671, 1.4556, 1.6641], [-0.3358, 1.9566, -1.0859], [0.5819, -0.2990, -2.1978], [1.2786, -1.8614, 0.1106], [-1.3120, -1.2476, 1.2295]],
  "forces_ev_per_angstrom": [[-0.1, -0.8, -0.8], [-0.5, 0.3, 0.0], [-0.1, 0.5, -0.2], [0.4, 0.1, -0.1], [0.4, 0.2, 0.4], [-0.3, -0.2, 0.3], [-0.1, -0.3, -0.2], [0.4, -0.2, 0.1], [-0.1, 0.0, 0.1], [0.1, 0.0, 0.4], [-0.1, 0.4, 0.2], [0.0, 0.2, -0.1]]
}


{
  "formula": "C30H23N2O4S2",
  "method": "ωB97M-V/def2-TZVPD",
  "total_charge": -1,
  "e_lumo_ev": 1.786,
  "elements": ["C", "C", "C", "N", "C", "C", "C", "C", "C", "N", "C", "C", "H", "H", "H", "H", "H", "H", "H", "C", "C", "C", "C", "S", "C", "C", "C", "C", "C", "C", "C", "C", "S", "C", "C", "C", "C", "C", "C", "O", "O", "O", "O", "C", "C", "H", "H", "H", "H", "H", "H", "H", "H", "H", "H", "H", "H", "H", "H", "H", "H"],
  "positions_angstrom": [[-2.7902, -1.2099, 1.6042], [-2.0967, 0.1021, 1.6062], [-2.8769, 1.1871, 1.5924], [-3.5531, 2.1653, 1.5636], [-0.6797, 0.2470, 1.5971], [0.1997, -0.8544, 1.5932], [1.5545, -0.6701, 1.5847], [2.1020, 0.6122, 1.5798], [3.4824, 0.7776, 1.5767], [4.6401, 0.9018, 1.5773], [1.2448, 1.7125, 1.5792], [-0.1103, 1.5355, 1.5866], [-2.1137, -2.0621, 1.6049], [-3.4306, -1.2910, 2.4833], [-3.4155, -1.2928, 0.7155], [-0.1873, -1.8560, 1.5940], [2.2193, -1.5173, 1.5809], [1.6649, 2.7034, 1.5721], [-0.7667, 2.3871, 1.5818], [-1.0572, -6.4595, 3.5996], [-1.7537, -5.5484, 2.8331], [-2.7721, -4.8147, 3.4039], [-3.0835, -4.9922, 4.7304], [-4.4145, -4.0497, 5.4719], [-3.6437, -2.5378, 6.0288], [-2.3742, -2.5315, 6.3985], [-1.6218, -1.3552, 6.8719], [-1.5985, -0.1734, 6.1357], [-0.9591, 0.9478, 6.6124], [-0.3274, 0.9110, 7.8373], [-0.3238, -0.2528, 8.5765], [-0.9604, -1.3763, 8.0976], [-4.6498, -1.0574, 6.0725], [-6.3281, -1.6260, 6.3653], [-7.3015, -1.3536, 5.4354], [-8.5954, -1.7818, 5.6476], [-8.9031, -2.4837, 6.7949], [-7.9255, -2.7605, 7.7273], [-6.6350, -2.3256, 7.5098], [-4.2916, -0.2954, 7.3295], [-4.4458, -0.4350, 4.7082], [-5.3574, -3.6868, 4.3463], [-4.8583, -4.7508, 6.7370], [-2.3905, -5.8987, 5.4947], [-1.3704, -6.6350, 4.9313], [-0.2695, -7.0425, 3.1544], [-1.5156, -5.4261, 1.7892], [-3.3481, -4.1198, 2.8175], [-1.8357, -3.4629, 6.3591], [-2.1382, -0.1272, 5.2058], [-0.9689, 1.8621, 6.0396], [0.1527, 1.7946, 8.2238], [0.1704, -0.2780, 9.5359], [-0.9778, -2.2768, 8.6854], [-7.0336, -0.8164, 4.5408], [-9.3623, -1.5692, 4.9202], [-9.9112, -2.8230, 6.9602], [-8.1686, -3.3176, 8.6183], [-5.8589, -2.5434, 8.2242], [-2.6691, -6.0374, 6.5255], [-0.8314, -7.3551, 5.5246]],
  "forces_ev_per_angstrom": [[-0.3, -0.4, 0.1], [2.7, -1.9, 0.1], [-3.0, 4.6, -0.1], [1.3, -2.0, 0.1], [-1.8, -0.2, 0.0], [0.4, -0.2, 0.0], [-0.2, -0.1, 0.0], [-0.4, -0.2, 0.0], [2.3, 0.3, 0.0], [-0.9, -0.1, 0.0], [-0.5, 0.2, 0.0], [0.7, 0.5, 0.0], [0.1, 0.0, 0.0], [-0.2, -0.2, 0.0], [-0.2, -0.2, -0.1], [-0.1, -0.2, 0.0], [0.1, -0.2, 0.0], [0.1, 0.3, 0.0], [-0.1, 0.2, 0.0], [0.2, -0.1, -0.1], [0.0, 0.0, -0.1], [-0.4, 0.5, -0.6], [-0.4, 0.2, 0.4], [-2.5, -0.5, -0.1], [-0.6, -0.2, -0.1], [0.4, 0.4, 0.3], [0.2, 0.5, 0.1], [-0.3, -0.3, -0.3], [0.1, 0.2, 0.0], [0.1, 0.2, 0.1], [0.1, -0.1, 0.3], [-0.1, -0.5, -0.2], [1.1, 3.2, -0.1], [0.4, 0.1, -0.5], [0.1, 0.3, -0.7], [-0.1, 0.1, 0.0], [-0.2, -0.1, 0.0], [0.0, 0.0, 0.1], [0.6, -0.1, 0.6], [-0.9, -1.9, -3.2], [-1.2, -1.6, 3.7], [2.2, -1.1, 3.1], [0.9, 1.4, -3.3], [0.0, -0.3, 0.7], [0.1, -0.1, 0.1], [0.2, -0.1, -0.1], [0.0, 0.1, -0.1], [-0.1, 0.2, -0.1], [0.2, -0.3, 0.0], [0.1, 0.0, -0.3], [0.0, 0.0, -0.1], [0.1, 0.2, 0.0], [0.0, -0.1, 0.1], [0.0, -0.3, 0.2], [0.1, 0.1, -0.2], [-0.1, 0.0, -0.1], [-0.2, -0.1, 0.0], [0.0, -0.1, 0.1], [0.1, 0.0, 0.2], [-0.1, 0.0, 0.2], [0.1, -0.1, 0.1]]
}


{
  "formula": "C15H32As2N2O5Pb",
  "method": "ωB97M-V/def2-TZVPD",
  "e_lumo_ev": [0.298, 0.296],
  "elements": ["O", "H", "Pb", "N", "N", "O", "O", "C", "C", "C", "C", "H", "H", "H", "H", "H", "H", "H", "H", "O", "H", "H", "C", "H", "H", "H", "O", "H", "H", "C", "As", "C", "C", "C", "C", "C", "C", "C", "As", "C", "C", "H", "H", "H", "H", "H", "H", "H", "H", "H", "H", "H", "H", "H", "H", "H", "H"],
  "positions_angstrom": [[-2.9135, 0.7961, 2.6750], [-3.3508, 1.1408, 3.4758], [-1.2035, -0.7638, -0.0919], [-1.6244, -0.5479, -2.4137], [-2.7760, 0.9405, -0.6508], [-1.0524, -1.3988, -3.4177], [-3.2777, 1.8804, 0.2572], [-2.5797, 0.2604, -2.8861], [-3.1542, 1.1455, -1.9252], [-2.9571, 0.2194, -4.3177], [-4.1439, 2.1841, -2.3020], [-2.6588, -0.7353, -4.7648], [-2.4504, 1.0213, -4.8772], [-4.0390, 0.3569, -4.4471], [-4.0868, 3.0666, -1.6615], [-5.1635, 1.7814, -2.2394], [-4.0049, 2.5065, -3.3395], [-0.1216, -1.5501, -3.1459], [-3.1942, 1.4785, 1.1816], [0.4918, 1.6607, -1.3396], [0.4698, 1.4386, -2.2894], [0.3900, 2.6324, -1.3138], [-3.0260, -0.6457, 2.6224], [-2.0167, -1.0747, 2.7658], [-3.4152, -0.9707, 1.6337], [-3.6917, -1.0496, 3.4037], [-1.4476, -3.2541, -1.1126], [-1.8980, -3.3605, -1.9740], [-1.5762, -4.1087, -0.6465], [0.9534, -0.0511, 3.9424], [0.7150, 0.4091, 2.0615], [0.2487, 2.2828, 2.2995], [2.6124, 0.5427, 1.5042], [3.4985, 1.3238, 2.2404], [4.8542, 1.3716, 1.8713], [5.3145, 0.6263, 0.7801], [4.4160, -0.1610, 0.0369], [3.0747, -0.2034, 0.3977], [1.7831, -1.3626, -0.5679], [2.8464, -1.9815, -2.0820], [1.9362, -2.9733, 0.5303], [-0.0479, -0.0730, 4.3917], [1.5859, 0.7082, 4.4103], [1.4149, -1.0450, 3.9842], [0.9940, 2.7393, 2.9539], [0.2348, 2.7518, 1.3094], [-0.7540, 2.3171, 2.7487], [3.1246, 1.8834, 3.1016], [5.5467, 1.9914, 2.4468], [6.3665, 0.6491, 0.4951], [4.7605, -0.7450, -0.8196], [3.7343, -2.4814, -1.6879], [2.2286, -2.6800, -2.6598], [3.1189, -1.1109, -2.6898], [3.0019, -3.2118, 0.5918], [1.5202, -2.7906, 1.5288], [1.3892, -3.7766, 0.0214]],
  "forces_ev_per_angstrom": [[-0.4, -0.4, 0.9], [0.3, -0.3, -0.6], [-1.7, 1.3, -1.9], [0.7, -1.3, 1.5], [0.6, -1.5, 0.9], [0.7, -0.3, -0.1], [-0.3, 0.3, 1.3], [-0.6, 1.7, 1.3], [1.0, -1.1, -1.4], [-0.2, 0.3, -0.6], [-0.5, 0.3, -0.4], [-0.2, 0.3, 0.1], [-0.1, -0.2, -0.1], [0.2, 0.0, 0.0], [0.0, -0.2, 0.0], [-0.1, 0.2, 0.1], [0.0, 0.0, 0.2], [-0.9, 0.3, 0.0], [0.0, 0.5, -1.8], [0.4, 0.8, -0.5], [-0.2, 0.0, 0.6], [0.0, -0.7, 0.0], [0.0, -0.3, 0.2], [-0.5, 0.1, -0.1], [0.2, 0.4, 0.6], [0.2, 0.3, -0.2], [-0.2, -1.6, -0.3], [0.3, 0.3, 0.4], [0.1, 0.7, -0.4], [0.1, 0.0, 0.0], [0.5, -0.1, 0.0], [0.0, -0.1, -0.1], [0.0, -0.1, 0.0], [0.5, -0.2, -0.4], [-0.1, -0.1, 0.0], [-0.4, 0.0, 0.0], [0.2, 0.3, 0.3], [-0.4, -0.2, 0.2], [0.1, 0.4, 0.1], [0.1, 0.1, 0.2], [0.2, 0.0, -0.1], [0.3, 0.0, 0.0], [-0.1, -0.3, 0.2], [-0.1, 0.3, 0.2], [-0.2, 0.2, -0.1], [0.0, 0.0, 0.3], [0.4, 0.1, -0.2], [0.3, -0.1, -0.2], [-0.2, -0.2, -0.2], [-0.3, 0.1, 0.1], [0.1, 0.2, 0.3], [0.0, -0.1, -0.3], [0.3, 0.2, 0.1], [0.0, -0.3, 0.0], [-0.2, -0.2, 0.2], [0.1, -0.1, -0.3], [0.1, 0.2, 0.2]]
}


{
  "formula": "C4H9S",
  "method": "ωB97M-V/def2-TZVPD",
  "total_charge": -1,
  "e_lumo_ev": 3.599,
  "elements": ["C", "S", "H", "H", "H", "C", "C", "C", "H", "H", "H", "H", "H", "H"],
  "positions_angstrom": [[0.7862, -1.4472, -2.1834], [-0.7265, -2.5056, -2.3471], [0.6382, -0.4855, -2.6763], [1.6219, -1.9496, -2.6744], [0.9726, -1.3031, -1.1214], [0.1421, 0.6089, 2.2485], [-0.4832, 1.3127, 1.0787], [-0.8967, 0.7721, -0.0683], [1.2260, 0.7523, 2.2201], [-0.0653, -0.4633, 2.2527], [-0.1904, 1.0930, 3.1745], [-0.7245, 2.3592, 1.2176], [-1.1564, 1.5107, -0.8249], [-1.1440, -0.2548, -0.2965]],
  "forces_ev_per_angstrom": [[-0.7, -0.6, -0.3], [0.1, 0.2, 0.0], [0.0, 0.1, 0.1], [0.2, 0.1, 0.2], [0.4, 0.2, 0.0], [-0.2, 0.3, 0.1], [-0.4, -0.7, -0.1], [-0.5, 1.0, 0.2], [0.0, -0.1, -0.1], [0.0, 0.1, 0.1], [0.0, -0.4, 0.0], [0.7, 0.4, -0.1], [-0.4, -0.3, -0.1], [0.8, -0.4, -0.1]]
}


{
  "formula": "C31H40BN7O2S4SnTe",
  "method": "ωB97M-V/def2-TZVPD",
  "total_charge": -2,
  "e_lumo_ev": 4.255,
  "elements": ["Sn", "C", "C", "C", "C", "N", "C", "C", "N", "B", "N", "C", "C", "N", "C", "S", "C", "C", "C", "C", "N", "C", "C", "N", "C", "S", "C", "C", "C", "C", "C", "S", "H", "H", "H", "H", "H", "H", "H", "H", "H", "H", "H", "H", "H", "H", "H", "H", "H", "H", "H", "H", "H", "H", "H", "H", "H", "H", "H", "H", "H", "H", "H", "H", "H", "H", "O", "C", "O", "C", "C", "C", "C", "C", "C", "C", "C", "C", "N", "H", "H", "H", "H", "H", "H", "Te", "S"],
  "positions_angstrom": [[-1.2556, -0.6398, -0.8574], [-2.6680, -0.5197, 4.7916], [-2.6779, 0.8338, 4.0748], [-3.3529, 0.7334, 2.7050], [-3.4479, 1.8502, 4.9221], [-1.3004, 1.2843, 3.9004], [-0.7287, 2.4076, 4.4531], [0.5025, 2.5417, 3.9238], [0.7180, 1.5198, 3.0457], [1.9331, 1.4764, 2.1095], [2.4387, 0.0048, 2.1309], [2.7093, -0.5073, 3.3735], [2.7331, -1.8491, 3.2970], [2.4783, -2.2038, 1.9903], [2.3116, -1.0438, 1.2797], [2.2316, -0.9039, -0.3771], [2.3185, -3.6085, 1.6165], [3.7173, -4.2447, 1.5883], [1.4429, -4.2941, 2.6778], [1.6234, -3.7943, 0.2734], [1.6117, 2.0234, 0.7143], [2.5774, 2.0243, -0.2553], [2.0668, 2.5605, -1.3770], [0.7536, 2.9049, -1.1239], [0.4998, 2.6003, 0.1885], [-0.8446, 3.0626, 1.0579], [-0.0873, 3.4576, -2.1874], [0.3931, 4.8888, -2.4784], [0.0817, 2.5786, -3.4340], [-1.5690, 3.4849, -1.8349], [-0.3895, 0.7476, 3.0371], [-0.5331, -0.7391, 2.2868], [-3.6831, -0.8932, 4.8938], [-2.2215, -0.4229, 5.7814], [-2.0874, -1.2289, 4.2081], [-4.4163, 0.5436, 2.8174], [-2.9282, -0.0759, 2.1182], [-3.2079, 1.6586, 2.1521], [-4.4841, 1.5273, 5.0009], [-3.4209, 2.8277, 4.4450], [-3.0366, 1.9161, 5.9294], [-1.2167, 3.0258, 5.1745], [1.2529, 3.2876, 4.0941], [2.7925, 2.1661, 2.6055], [2.8403, 0.1307, 4.2243], [2.8998, -2.5700, 4.0698], [4.2102, -4.1342, 2.5536], [4.3304, -3.7667, 0.8278], [3.6372, -5.3038, 1.3579], [1.9571, -4.4071, 3.6307], [1.1599, -5.2838, 2.3282], [0.5394, -3.7074, 2.8294], [2.2053, -3.3810, -0.5432], [0.6524, -3.3033, 0.2922], [1.4650, -4.8550, 0.0898], [3.5558, 1.6351, -0.0633], [2.5292, 2.6976, -2.3318], [1.4384, 4.9026, -2.7842], [0.2842, 5.5016, -1.5858], [-0.2057, 5.3188, -3.2783], [1.0494, 2.7087, -3.9141], [-0.6919, 2.8153, -4.1593], [-0.0271, 1.5329, -3.1589], [-1.7855, 4.2073, -1.0546], [-1.9040, 2.5113, -1.4922], [-2.1418, 3.7407, -2.7238], [-4.1705, 1.3011, -3.4003], [-3.2698, 0.6310, -2.8999], [-3.0872, 0.4866, -1.6430], [-2.2960, -0.0662, -3.7985], [-2.4887, -0.0792, -5.1758], [-1.6319, -0.7912, -5.9800], [-0.5595, -1.4979, -5.3974], [0.3936, -2.2184, -6.1367], [1.4958, -2.7790, -5.5152], [1.6372, -2.7003, -4.1454], [0.6271, -2.1389, -3.3595], [-0.4197, -1.4149, -3.9820], [-1.2639, -0.6995, -3.2285], [-3.3377, 0.4625, -5.5699], [-1.7569, -0.8213, -7.0569], [0.2720, -2.2900, -7.2105], [2.2654, -3.2561, -6.1160], [2.5016, -3.1154, -3.6474], [0.8240, -1.9394, -2.3164], [-1.0601, -4.1933, -2.4332], [-2.3045, -2.8432, -0.8379]],
  "forces_ev_per_angstrom": [[-0.1, 0.9, -0.2], [0.0, 0.1, -0.1], [-0.6, -0.4, 0.1], [0.0, 0.0, 0.0], [0.2, -0.1, -0.1], [0.7, 0.3, -0.3], [0.3, 0.5, 0.3], [-0.1, 0.2, 0.4], [-0.2, 0.2, 0.4], [-0.2, -0.1, 0.0], [0.2, -0.4, 0.0], [0.2, -0.3, 0.3], [0.1, 0.3, 0.5], [-0.1, 0.9, 0.3], [0.4, -0.1, -0.3], [-0.1, 0.0, -1.0], [0.2, -0.7, -0.3], [-0.2, 0.1, 0.0], [0.1, 0.1, -0.1], [0.1, 0.0, 0.1], [0.0, 0.0, -0.5], [0.3, 0.4, -0.4], [0.7, 0.0, 0.1], [0.4, -0.6, 0.6], [-0.2, 0.3, 0.1], [-0.9, 0.4, 0.5], [-0.3, 0.5, -0.4], [0.0, -0.2, 0.1], [0.0, 0.0, 0.1], [0.0, 0.0, 0.0], [0.0, -0.6, 0.2], [-0.1, -0.8, -0.4], [-0.2, 0.0, 0.0], [0.0, 0.0, 0.1], [0.0, -0.1, 0.0], [-0.2, 0.0, 0.1], [0.0, 0.1, 0.0], [0.0, 0.1, -0.1], [0.0, 0.0, 0.0], [-0.1, 0.1, 0.0], [0.0, 0.1, 0.1], [-0.2, 0.1, 0.1], [0.0, 0.2, 0.0], [0.2, 0.1, 0.2], [0.0, 0.1, 0.2], [0.0, -0.1, 0.1], [0.1, 0.0, 0.1], [0.0, 0.1, -0.1], [0.0, -0.2, 0.0], [0.0, 0.0, 0.1], [0.0, -0.1, -0.1], [-0.1, 0.0, 0.0], [-0.1, -0.1, 0.0], [-0.1, 0.0, -0.2], [0.0, -0.1, 0.1], [0.1, -0.1, -0.1], [0.0, 0.0, -0.2], [0.1, 0.0, 0.0], [0.0, 0.1, 0.1], [-0.1, 0.1, -0.1], [0.1, 0.0, 0.0], [-0.1, 0.1, -0.1], [0.0, -0.1, 0.0], [0.0, 0.0, -0.1], [-0.1, 0.0, 0.0], [0.0, 0.0, -0.2], [0.0, 0.0, -0.4], [-0.5, 0.5, 0.7], [0.5, -0.5, 0.2], [0.8, -0.6, 0.3], [-0.1, -0.1, -0.6], [0.1, 0.0, 0.3], [-0.2, 0.3, 0.2], [0.3, -0.4, -0.3], [-0.4, 0.2, -0.7], [-0.1, 0.2, 0.9], [0.9, 0.3, -0.1], [0.2, -0.1, -0.7], [-1.0, 0.3, -0.3], [0.0, 0.0, 0.0], [-0.1, 0.0, 0.0], [0.0, 0.0, -0.1], [-0.1, 0.0, 0.0], [0.1, -0.1, 0.0], [0.0, -0.2, 0.1], [-0.4, -0.6, 0.2], [-0.1, -0.4, 0.1]]
}


Number 1: energy -303.48464 a.u.. Number 2: energy -323.36494 a.u.. Number 3: energy -2363.78810 a.u.. Number 4: energy -5740.62345 a.u.. Number 5: energy -555.96941 a.u.. Number 6: energy -3839.25643 a.u..